(1)
{"formula": "C2H5NO", "method": "ωB97M-V/def2-TZVPD", "e_tot_ev": -5690.8111, "lumo_ev": 0.78, "smiles": "CC(N)=O", "total_charge": 0, "homo_lumo_gap_ev": 10.833, "multiplicity": 1, "e_homo_ev": -10.05, "symbols": ["C", "C", "O", "N", "H", "H", "H", "H", "H"], "xyz": [[-1.228, 0.066, 0.001], [0.274, 0.402, 0.068], [0.691, 1.531, 0.202], [1.087, -0.750, -0.154], [-1.677, 0.429, 0.930], [-1.480, -0.994, -0.126], [-1.654, 0.624, -0.842], [2.119, -0.285, -0.464], [1.993, -0.853, 0.444]]}


(2)
{"formula": "C12H30F2LiNO10S2", "method": "ωB97M-V/def2-TZVPD", "e_tot_ev": -62196.6130, "lumo_ev": -2.35, "total_charge": 0, "homo_lumo_gap_ev": 6.604, "multiplicity": 1, "e_homo_ev": -8.96, "symbols": ["Li", "N", "S", "O", "O", "F", "S", "O", "O", "F", "C", "O", "C", "C", "O", "C", "H", "H", "H", "H", "H", "H", "H", "H", "H", "H", "C", "O", "C", "C", "O", "C", "H", "H", "H", "H", "H", "H", "H", "H", "H", "H", "C", "O", "C", "C", "O", "C", "H", "H", "H", "H", "H", "H", "H", "H", "H", "H"], "xyz": [[-0.670, -0.622, 2.452], [-3.012, -3.285, 0.743], [-3.018, -4.161, -0.451], [-4.177, -4.066, -1.427], [-2.244, -5.423, -0.316], [-2.001, -3.246, -1.284], [-4.386, -4.131, 1.215], [-4.300, -5.523, 1.436], [-5.610, -3.447, 0.933], [-4.171, -3.735, 2.799], [-0.439, 4.241, 2.505], [0.439, 3.480, 3.216], [1.484, 4.102, 3.958], [2.887, 3.580, 3.630], [3.173, 3.934, 2.326], [4.584, 4.015, 2.111], [-1.175, 3.590, 2.034], [0.023, 4.789, 1.684], [-0.845, 5.059, 3.101], [1.365, 3.893, 5.021], [1.567, 5.186, 3.879], [2.806, 2.509, 3.813], [3.608, 3.885, 4.389], [5.125, 3.099, 2.349], [5.025, 4.850, 2.654], [4.664, 4.321, 1.068], [0.074, -1.459, 6.410], [0.707, -1.806, 5.143], [1.927, -2.473, 5.268], [2.403, -2.982, 3.921], [2.332, -1.964, 2.959], [3.063, -2.232, 1.753], [-1.002, -1.354, 6.277], [0.371, -0.517, 6.872], [0.051, -2.181, 7.227], [1.748, -3.330, 5.917], [2.747, -1.915, 5.721], [1.705, -3.727, 3.540], [3.424, -3.355, 3.990], [2.432, -1.857, 0.947], [3.298, -3.285, 1.598], [3.964, -1.621, 1.814], [-1.299, 1.751, -5.247], [-1.271, 1.278, -6.571], [-2.417, 0.543, -6.954], [-2.056, -0.306, -8.228], [-1.488, 0.616, -9.119], [-1.805, 0.078, -10.438], [-1.372, 1.065, -4.403], [-1.945, 2.616, -5.094], [-0.367, 2.263, -5.010], [-3.233, 1.239, -7.152], [-2.813, -0.076, -6.150], [-2.953, -0.828, -8.559], [-1.356, -1.090, -7.937], [-1.316, -0.887, -10.565], [-1.376, 0.797, -11.137], [-2.878, 0.108, -10.630]]}